{"formula": "C14H42N14O28", "method": "ωB97M-V/def2-TZVPD", "symbols": ["C", "N", "O", "O", "H", "H", "H", "C", "N", "O", "O", "H", "H", "H", "C", "N", "O", "O", "H", "H", "H", "C", "N", "O", "O", "H", "H", "H", "C", "N", "O", "O", "H", "H", "H", "C", "N", "O", "O", "H", "H", "H", "C", "N", "O", "O", "H", "H", "H", "C", "N", "O", "O", "H", "H", "H", "C", "N", "O", "O", "H", "H", "H", "C", "N", "O", "O", "H", "H", "H", "C", "N", "O", "O", "H", "H", "H", "C", "N", "O", "O", "H", "H", "H", "C", "N", "O", "O", "H", "H", "H", "C", "N", "O", "O", "H", "H", "H"], "positions_angstrom": [[-3.3871, -10.8650, -19.1706], [-3.8972, -11.9698, -19.9525], [-3.8850, -11.9585, -21.1376], [-4.3257, -12.9353, -19.3014], [-4.2453, -10.4289, -18.6594], [-3.0285, -10.1848, -19.9432], [-2.6250, -11.2066, -18.4702], [0.3634, -13.3116, -17.9953], [0.2515, -14.2345, -16.8392], [-0.1210, -13.7562, -15.7962], [0.8379, -15.3268, -16.9300], [0.6300, -12.3072, -17.6665], [-0.6489, -13.2115, -18.3871], [1.1449, -13.6776, -18.6612], [-3.7622, -15.9275, -19.7135], [-2.5197, -15.3602, -19.2971], [-2.0218, -14.4480, -19.9367], [-2.0418, -15.8732, -18.3206], [-4.4994, -15.3822, -19.1243], [-3.7396, -16.9916, -19.4782], [-3.7804, -15.6536, -20.7684], [3.7792, -9.6811, -15.1935], [2.3596, -9.3659, -15.3219], [1.9132, -8.4232, -14.6424], [1.6579, -10.1548, -15.9070], [4.0373, -10.0328, -14.1946], [4.2840, -8.7203, -15.2944], [4.1503, -10.3364, -15.9816], [-0.2115, -12.2378, -12.5021], [0.7860, -11.3919, -11.8405], [1.3293, -10.5387, -12.5206], [0.9407, -11.5832, -10.6036], [-1.2069, -11.8231, -12.3431], [-0.0794, -13.1773, -11.9655], [0.1279, -12.3025, -13.5360], [-3.5783, -15.1526, -15.6483], [-3.6232, -13.6704, -15.2239], [-3.8119, -13.4620, -14.0076], [-3.5239, -12.8192, -16.1071], [-2.5278, -15.4381, -15.5923], [-4.0176, -15.2291, -16.6429], [-4.1999, -15.7365, -14.9695], [0.4451, -16.7135, -20.2494], [-0.5284, -16.8074, -21.3854], [-1.4050, -17.6567, -21.2675], [-0.4051, -16.1111, -22.4029], [-0.0825, -17.1018, -19.3782], [0.6805, -15.6591, -20.1049], [1.3004, -17.3207, -20.5460], [0.9383, -8.8546, -19.1577], [-0.2191, -7.8710, -19.2733], [-1.3278, -8.2352, -19.8050], [-0.0644, -6.8416, -18.6306], [1.6043, -8.6443, -19.9945], [0.6456, -9.9042, -19.1842], [1.4953, -8.6549, -18.2423], [4.5765, -15.2208, -17.8470], [4.2625, -16.0630, -19.0543], [3.0884, -16.4356, -19.0340], [5.1218, -16.3699, -19.8225], [5.4577, -14.6008, -18.0114], [4.7161, -15.8910, -16.9987], [3.6551, -14.6883, -17.6111], [2.6219, -14.5441, -13.9819], [3.6953, -15.3412, -13.3535], [4.7992, -15.4162, -13.8816], [3.4019, -15.9408, -12.3134], [1.7174, -15.1226, -14.1700], [3.0095, -14.1194, -14.9079], [2.4658, -13.7570, -13.2442], [0.6835, -11.7282, -22.7260], [0.2329, -12.4114, -21.4739], [0.6370, -13.5633, -21.3033], [-0.5717, -11.7805, -20.7294], [-0.1833, -11.1440, -23.0348], [0.7725, -12.5367, -23.4515], [1.6321, -11.2001, -22.6288], [-2.0079, -10.6020, -15.0414], [-1.4624, -9.6559, -16.0318], [-1.3532, -8.4577, -15.6685], [-1.0600, -10.1507, -17.0746], [-1.6520, -10.2500, -14.0732], [-1.5965, -11.5988, -15.2008], [-3.0815, -10.4140, -15.0458], [1.3819, -18.1542, -15.9716], [2.5402, -18.2946, -15.0658], [3.6045, -18.2099, -15.5829], [2.2766, -18.4774, -13.8970], [1.2195, -19.1868, -16.2802], [1.5678, -17.6641, -16.9273], [0.5162, -17.6500, -15.5419], [5.0869, -11.7438, -19.6877], [3.6768, -11.5504, -19.2487], [3.4340, -11.9059, -18.1132], [2.8902, -11.0154, -20.0218], [5.8241, -11.6755, -18.8877], [5.3178, -11.0219, -20.4711], [5.4645, -12.7017, -20.0454]], "forces_ev_per_angstrom": [[0.162, 1.298, -0.600], [-0.783, -2.732, 1.907], [0.156, 0.570, -1.699], [0.046, 0.628, -0.139], [0.155, -0.073, 0.140], [0.369, 0.255, 0.594], [-0.176, 0.015, -0.224], [-0.566, 0.447, -0.309], [3.322, -0.240, -0.161], [-1.099, -0.280, 0.661], [-1.413, 1.070, 0.102], [0.082, -0.229, 0.572], [0.280, -0.330, -0.593], [-0.647, -0.231, -0.132], [-0.886, 0.168, -0.989], [0.968, 0.618, -0.581], [-0.106, -0.474, 0.433], [1.230, -0.057, 1.552], [-0.288, -0.129, -0.331], [-0.102, 0.236, -0.260], [-0.801, -0.432, 0.063], [1.647, 1.116, -0.384], [-1.622, 0.664, 2.675], [1.170, -1.193, -1.503], [-0.237, -0.293, -0.808], [-0.569, -0.188, -0.069], [0.091, -0.012, 0.025], [-0.543, -0.151, 0.166], [0.681, -0.901, 0.147], [0.111, 0.786, 2.483], [0.129, -0.468, 0.699], [0.037, 0.671, -2.859], [0.192, -0.019, -0.140], [-0.541, -0.155, -0.343], [-0.569, -0.044, 0.000], [-0.323, 0.812, 0.191], [-0.843, -0.254, 0.592], [0.617, 0.060, -2.285], [-0.101, -1.257, 1.382], [-0.179, -0.050, -0.215], [0.490, 0.227, 0.037], [0.282, 0.324, 0.235], [-0.467, 0.404, -0.269], [-0.505, 0.100, -1.603], [0.240, 0.471, 0.118], [0.212, -0.871, 1.860], [0.274, -0.073, -0.167], [0.190, -0.245, -0.195], [-0.038, 0.224, 0.181], [0.187, 0.114, -0.642], [-2.565, -1.057, 1.245], [3.632, 1.077, 1.053], [-0.278, -0.777, -1.364], [-0.141, -0.015, -0.094], [-0.518, 0.425, -0.158], [-0.480, 0.240, -0.028], [-0.110, 0.093, 0.150], [-1.414, 0.174, 2.258], [0.862, -0.146, -0.931], [0.330, -0.105, -0.760], [-0.209, -0.125, -0.058], [0.293, -0.250, -0.219], [0.284, 0.291, -0.273], [0.315, 0.779, -0.152], [0.557, -2.171, 1.097], [-0.898, 0.527, 0.042], [0.178, 1.088, -1.270], [0.258, -0.128, 0.291], [-0.039, -0.081, 0.134], [-0.391, 0.051, -0.205], [-1.020, -0.727, -0.606], [-0.946, 0.176, 1.387], [-0.536, 1.808, 0.282], [2.176, -1.712, -1.561], [0.473, 0.492, 0.150], [0.304, 0.055, 0.092], [-0.343, 0.031, 0.412], [0.170, 0.805, 1.084], [1.422, 1.693, 0.917], [-0.429, -2.739, -1.485], [-0.337, 0.907, 0.154], [0.026, 0.170, -0.098], [-0.656, 0.201, -0.457], [0.030, -0.798, -0.146], [-0.906, -0.552, -1.344], [-2.373, 1.058, 0.106], [2.300, -0.089, -0.291], [0.501, -0.161, 0.160], [-0.655, -0.081, 0.339], [0.870, 0.303, 0.434], [0.290, -0.510, 0.477], [1.810, 0.475, -0.695], [0.436, -0.287, -0.203], [-0.409, 0.038, -0.183], [0.704, -0.627, 0.633], [-0.710, 0.859, 0.603], [-0.235, 0.018, 0.188], [-1.539, -0.592, -0.423]], "spin_multiplicity": 1, "relative_energy_ev": 2.545, "e_homo_ev": -10.8, "homo_lumo_gap_ev": 9.5800, "energy_ha": -3430.53922, "mol_weight_g_mol": 854.6}